Version 1
Computed, not measured: 21 unconnected molecules or ions with the total composition H43O21, with the ωB97M-V functional and the def2-TZVPD basis.

Summary:
- Net charge: +1
- E_HOMO: -0.4743 Eh
- LUMO: -2.30 eV
- Molar mass: 379.323 g mol⁻¹

Last column: natural (NBO) charge in e.
Cartesian coordinates (Å):
O: -1.92788 -0.17971 -0.18900  -0.966
H: -0.87972 5.66085 -0.60770  0.505
H: -2.29751 0.16557 0.62883  0.489
O: 3.59556 1.60970 2.69341  -0.982
H: 4.33622 1.72238 3.29593  0.505
H: -1.53591 -1.02747 0.00383  0.487
O: -3.72553 -1.00273 2.11086  -0.970
H: -3.94877 -1.15256 3.03106  0.488
H: 3.05655 -4.47304 -0.56523  0.502
O: -2.99585 1.98761 -2.26267  -0.951
H: 3.54679 -3.02102 -0.25722  0.510
H: -0.75572 1.06882 2.69398  0.529
O: 1.37957 0.35320 1.52217  -0.984
H: 2.50247 2.87229 2.10524  0.492
H: 1.60942 -0.17200 2.30444  0.502
O: 2.76341 -3.57210 -0.38378  -0.949
H: -3.75672 1.57420 -1.75263  0.464
H: 2.26701 -2.03332 3.00963  0.502
O: -0.24724 1.88715 4.16764  -0.969
H: 1.73328 1.22060 1.62095  0.474
H: -0.40672 1.27196 4.90093  0.488
O: -3.69229 -2.35605 -0.82809  -0.991
H: -3.33776 -2.58476 -1.71206  0.471
H: -3.88808 -1.38716 -0.80121  0.507
O: 1.12447 1.79061 -2.44100  -0.972
H: 1.32628 0.86351 -2.22988  0.501
H: 0.77660 1.84414 -3.32484  0.496
O: 1.81635 3.56066 2.08389  -0.978
H: 0.23164 5.20378 0.38996  0.489
H: 2.24978 4.07646 1.38331  0.465
O: -0.68711 2.12402 -0.54329  -0.804
H: 0.20457 1.73294 -0.80457  0.563
H: -1.22318 1.65541 0.16267  0.583
O: -2.62072 -0.43920 -4.42029  -0.985
H: -3.12966 0.32831 -4.69231  0.492
H: -1.87885 -0.68531 -4.96546  0.497
O: 4.07394 -0.52429 -1.50754  -0.939
H: -0.50759 3.05589 -0.34322  0.549
H: 4.92496 -0.32651 -1.11269  0.469
O: 2.46985 -1.52837 3.84916  -0.994
H: 1.72129 -1.80246 4.40074  0.468
H: 1.31502 -2.32503 -0.71258  0.488
O: 1.53047 -2.91173 1.71545  -1.015
H: 0.64264 -2.72198 1.39027  0.494
H: 3.62959 0.75160 2.26422  0.501
O: 2.02814 -2.61311 -4.47275  -0.935
H: -2.70169 1.19177 -2.66388  0.478
O: -4.28841 -0.14216 -2.13791  -0.981
H: -4.30636 -0.83154 -2.82998  0.515
H: -5.07657 0.41959 -2.14993  0.486
O: 1.26795 -1.42723 -1.09187  -0.983
H: 1.18341 -0.87667 -0.30073  0.483
H: 4.27274 -0.61782 -2.44336  0.471
O: -0.98588 1.61982 1.87654  -0.993
H: 0.30777 2.58923 4.48729  0.499
H: -0.50929 2.44272 1.98874  0.487
O: -1.11306 -3.26789 0.22102  -0.979
H: -1.46575 -4.01265 -0.26902  0.492
H: -1.84260 -2.74367 0.52928  0.492
O: -0.36159 4.91689 -0.29555  -0.971
H: -4.50185 -0.88930 1.56169  0.485
H: 1.98147 -3.36343 0.94958  0.495
H: 2.31602 -2.80718 -3.56987  0.474
H: 2.41058 -1.74225 -4.66059  0.462

Version 2
Computed, not measured: 21 unconnected molecules or ions with the total composition H43O21, with the ωB97M-V functional and the def2-TZVPD basis.

Summary:
- Net charge: +1
- E_HOMO: -0.4891 Eh
- LUMO: -2.84 eV
- Molar mass: 379.323 g mol⁻¹

Last column: natural (NBO) charge in e.
Cartesian coordinates (Å):
O: -0.55243 1.30065 0.45031  -1.009
H: 2.95361 -0.02976 2.47699  0.490
H: 1.10855 1.80981 -4.79030  0.484
O: 1.25447 2.93710 -1.53004  -0.984
H: 0.87812 3.75766 -1.87731  0.480
H: 2.99146 0.88843 -1.14907  0.495
O: 1.16099 -3.14446 2.26786  -0.960
H: 0.33845 -3.04444 2.76950  0.480
H: -3.30179 3.84566 -0.20354  0.489
O: -4.18285 0.94825 -1.19152  -0.979
H: -3.56713 3.94244 -1.70724  0.482
H: -0.90766 -0.46222 1.04810  0.513
O: 0.90195 -2.51213 -0.72045  -0.959
H: 0.52964 -3.28817 -4.19486  0.492
H: 1.78179 -2.53013 -0.35412  0.505
O: -3.32703 3.31779 -1.00229  -0.963
H: 0.12942 -0.85346 1.97567  0.485
H: 5.02070 1.47029 1.16183  0.475
O: -2.97462 -0.00603 2.84144  -0.965
H: 0.50085 -3.38298 -0.69896  0.486
H: -3.56693 0.66161 3.23002  0.487
O: 2.80060 0.77515 -2.12002  -0.982
H: -0.22452 1.69493 1.24723  0.499
H: 0.17369 -0.98876 5.60911  0.459
O: 2.19453 2.88512 0.73322  -0.954
H: -1.07388 -2.09872 4.40610  0.465
H: 1.92414 2.00381 0.47578  0.483
O: 0.78979 -2.70392 -3.49404  -1.051
H: 2.43382 -1.17890 1.61185  0.479
H: 1.73539 -2.66895 -3.13948  0.536
O: -2.53869 -0.88838 -0.20150  -0.954
H: -1.55056 -1.91859 -0.84033  0.609
H: -2.88066 -1.08808 0.68196  0.531
O: -1.12444 1.36705 4.09071  -0.978
H: -1.19629 0.60451 3.47087  0.486
H: -0.66360 1.22030 4.90284  0.482
O: -1.77108 -2.59175 3.95736  -0.958
H: 2.59894 3.43624 0.05525  0.511
H: -1.68868 -2.56473 3.01458  0.491
O: 4.30387 1.44734 0.56039  -0.998
H: 3.55895 1.90752 1.03608  0.485
H: 1.89852 0.63659 -2.39005  0.488
O: 1.16416 0.91102 -4.49112  -0.971
H: 4.00886 -2.58473 -2.40303  0.491
H: 1.80553 2.64374 -2.30719  0.501
O: -2.90220 2.76323 -3.80903  -0.920
H: -3.26340 -1.01043 -0.90481  0.516
O: -1.41405 -2.04683 -1.88273  -0.920
H: -1.40724 -1.60390 -2.76724  0.584
H: -0.40982 -2.21092 -1.90164  0.579
O: 3.30447 -2.08705 -2.89272  -0.945
H: 3.73785 -1.93164 -3.79090  0.497
H: -0.32207 1.77934 -0.42759  0.527
O: -0.54544 -1.34811 1.47705  -1.024
H: -4.46195 1.78373 -0.79185  0.505
H: -3.14818 -0.68100 3.51933  0.489
O: 0.85739 -0.85176 4.94816  -0.909
H: 0.32377 -0.69813 4.17330  0.453
H: -3.25229 1.04503 -1.35719  0.468
O: 2.14551 -0.57613 2.30436  -0.965
H: 1.87407 -3.06723 2.89859  0.480
H: 1.51172 0.31770 -5.17748  0.490
H: -2.77877 1.70110 -3.64656  0.459
H: -3.69738 2.83931 -3.23967  0.462

It comes down to version 1, which is 61.2 kcal/mol more stable than the next structure.

Version 1
Computed, not measured: 2 unconnected molecules or ions with the total composition C5H8S, with the ωB97M-V functional and the def2-TZVPD basis.

Summary:
- Net charge: 0
- E_HOMO: -0.3141 Eh
- LUMO: 0.84 eV
- Molar mass: 100.186 g mol⁻¹

Last column: natural (NBO) charge in e.
Cartesian coordinates (Å):
C: -1.38857 -3.48811 -0.77170  -0.232
C: -1.79667 -2.97216 0.25617  -0.232
C: 0.69337 1.76122 -1.08720  -0.674
C: 0.74165 0.24929 0.82531  -0.433
C: 0.30737 1.34466 0.24520  -0.127
S: -0.57583 2.62904 1.12453  -0.012
H: -1.32566 -3.94679 -1.69160  0.223
H: 0.27665 2.73933 -1.50731  0.238
H: 1.80611 1.77523 -1.24555  0.239
H: 0.22722 0.94460 -1.86483  0.234
H: 1.29897 -0.46651 0.30329  0.208
H: 0.52618 0.19212 1.89413  0.198
H: -0.87141 2.19349 2.35991  0.129
H: -1.83629 -2.62984 1.28867  0.242

Version 2
Computed, not measured: a single C5H8S molecule, with the ωB97M-V functional and the def2-TZVPD basis.

Summary:
- Net charge: 0
- E_HOMO: -0.3087 Eh
- LUMO: 0.84 eV
- Molar mass: 100.186 g mol⁻¹

Last column: natural (NBO) charge in e.
Cartesian coordinates (Å):
C: 1.96782 0.74789 0.00218  -0.544
C: 0.52550 0.88050 -0.07487  -0.187
C: -0.34371 -0.20168 0.09498  -0.216
C: -1.75353 0.03434 -0.17143  -0.211
C: -2.66893 -0.93453 -0.07579  -0.399
H: 2.79600 -1.27281 1.11870  0.138
H: 2.51840 1.38514 -0.74665  0.231
H: 2.35203 1.21737 0.85029  0.232
H: 0.11277 1.87172 -0.30878  0.206
H: -0.03782 -1.12823 0.42210  0.212
H: -1.98447 1.10085 -0.49421  0.202
H: -3.74620 -0.73904 -0.37685  0.203
H: -2.37398 -1.98360 0.01510  0.197
S: 2.63613 -0.97791 -0.25476  -0.064

It comes down to version 2, which is 42.7 kcal/mol more stable than the next structure.

Version 1
Computed, not measured: 2 unconnected molecules or ions with the total composition C5H8S, with the ωB97M-V functional and the def2-TZVPD basis.

Summary:
- Net charge: 0
- E_HOMO: -0.2966 Eh
- LUMO: -0.75 eV
- Molar mass: 100.186 g mol⁻¹

Last column: natural (NBO) charge in e.
Cartesian coordinates (Å):
C: -1.14544 3.21631 0.38751  -0.145
C: -1.10853 2.05561 0.04598  -0.172
C: 2.48072 -0.54346 0.66243  -0.852
C: -1.65325 -1.67160 -1.02286  -0.710
C: -1.06360 0.81813 -0.44879  -0.335
S: -1.55980 -0.48209 0.41690  0.428
H: -1.37705 4.20317 0.71242  0.235
H: 3.38822 -1.07928 0.22524  0.209
H: 1.66229 -0.86975 0.13679  0.209
H: 2.32512 -0.98904 1.72015  0.207
H: -2.54437 -1.48712 -1.49868  0.225
H: -1.38064 -2.55492 -0.52658  0.218
H: -0.80273 -1.11984 -1.59832  0.258
H: 2.77907 0.50389 0.78779  0.225

Version 2
Computed, not measured: a single C5H8S molecule, with the ωB97M-V functional and the def2-TZVPD basis.

Summary:
- Net charge: 0
- E_HOMO: -0.3134 Eh
- LUMO: -0.19 eV
- Molar mass: 100.186 g mol⁻¹

Last column: natural (NBO) charge in e.
Cartesian coordinates (Å):
C: -1.88071 -0.29228 0.17680  -0.701
C: -0.72091 -0.28332 1.07897  -0.009
C: 0.61060 -0.74696 0.53720  -0.545
C: 1.13955 0.58955 -0.12424  -0.185
C: 1.59711 0.75279 -1.43551  -0.447
H: -2.11289 -1.32302 0.18795  0.244
H: -1.57544 -0.23463 -0.97658  0.229
H: -2.83278 0.09787 0.35419  0.251
H: 0.53985 -1.52721 -0.19586  0.233
H: 1.48965 -0.82815 1.31225  0.264
H: 0.77351 1.67419 0.52229  0.232
H: 2.16032 -0.18460 -2.10046  0.216
H: 1.64545 1.87664 -1.90477  0.227
S: -0.83330 0.42913 2.56777  -0.009

It comes down to version 2, which is 32.4 kcal/mol more stable than the next structure.